# 1
Computed, not measured: a molecular structure, C10H24ClI2O4OsP2 in a non-equilibrium geometry, with wB97M-V/def2-TZVPD.

XYZ file:
```
44
C10H24ClI2O4OsP2 | the Open Molecules 2025 dataset | wB97M-V/def2-TZVPD
I 3.9234 3.4045 -1.6452
I 3.8553 1.4337 -3.1894
Os -0.5767 0.9078 -0.4922
P -0.4179 2.2064 -2.3647
C 1.1409 2.7215 -3.0795
C -1.3369 1.8487 -3.8921
H -2.0851 3.8534 -1.5357
H -1.0980 4.4263 -2.9260
H -0.3829 4.3458 -1.2921
C -1.0826 3.8827 -1.9756
H -2.3957 1.6526 -3.7273
H -1.2090 2.7028 -4.5460
H 1.0758 3.6042 -3.7084
H 1.7064 1.9290 -3.6925
H -0.8544 0.9680 -4.3520
H 1.6966 3.0776 -2.1791
C 1.1595 0.2708 -0.5927
O 2.2018 -0.2071 -0.9182
Cl -2.9308 1.2859 -0.5908
C 0.7009 0.2736 3.6059
C 1.5624 -0.2427 2.5062
O 0.9258 -1.0803 1.5416
P -0.5536 -0.8446 0.8648
O -1.4526 -0.6693 2.2178
C -2.4996 -1.6251 2.5678
C -1.9519 -2.7712 3.3912
O -0.7565 -2.4040 0.4407
C 0.1011 -3.3633 -0.2208
C 1.6093 -3.1437 -0.2822
H -0.1387 0.9272 3.2937
H 1.3545 0.8960 4.2316
H 0.3026 -0.5397 4.2265
H 2.0860 0.5819 2.0149
H 2.3583 -0.9486 2.8775
H -3.2643 -1.0317 3.0743
H -2.9325 -1.9966 1.6308
H -1.5165 -3.4963 2.6872
H -1.1962 -2.4413 4.1062
H -2.8193 -3.2115 3.9075
H -0.0732 -4.3329 0.2912
H -0.2564 -3.4622 -1.2758
H 2.0851 -2.8662 0.6655
H 2.0394 -4.1041 -0.5894
H 1.8963 -2.4181 -1.0753
```

Results
energy: -68685.5636 eV
frontier orbital gap (alpha / beta): 7.721 / 5.228 eV
charge: +3
2S+1: 5
max |F|: 9.40 eV/A

=====

# 2
Computed, not measured: 2 unconnected molecules or ions with the total composition C4H4O in a non-equilibrium geometry, with wB97M-V/def2-TZVPD.

XYZ file:
```
9
C4H4O | the Open Molecules 2025 dataset | wB97M-V/def2-TZVPD
C 0.3638 -1.1614 -0.8494
C -0.2290 0.1593 -0.7477
O -0.6855 0.4764 -1.8255
C -0.1144 0.9823 0.4517
C -0.0858 1.4004 1.6005
H -0.7389 -0.8722 1.4900
H 1.4428 -1.1231 -1.0303
H -0.1521 -1.8752 -1.4987
H 0.1992 2.0135 2.4094
```

Results
energy: -6252.6445 eV
ΔE to the lowest compared entry with this formula, charge and spin: 6.735 eV
frontier orbital gap (alpha / beta): 8.755 / 8.833 eV
max |F|: 2.84 eV/A

=====

# 3
Computed, not measured: a molecular structure, C15H45O8Y in a non-equilibrium geometry, with wB97M-V/def2-TZVPD.

XYZ file:
```
69
C15H45O8Y | the Open Molecules 2025 dataset | wB97M-V/def2-TZVPD
Y -13.3953 26.1940 8.3595
C -15.2872 23.8998 10.5279
O -14.4886 24.7895 9.7998
H -15.4576 22.9762 9.9714
H -14.8451 23.7248 11.5120
H -16.2625 24.3497 10.7446
C -19.3099 23.3267 7.0522
C -18.1302 24.3426 6.8320
O -16.9080 23.6326 6.7402
H -20.1858 23.9070 7.3391
H -18.9952 22.6854 7.8751
H -19.5280 22.7165 6.1806
H -18.0876 24.9832 7.7244
H -18.1920 25.0619 6.0178
H -16.7148 23.1038 7.5173
C -14.6542 21.2284 14.9075
C -15.0687 22.6846 15.1507
O -16.2447 22.6964 15.9559
H -15.4775 20.6241 14.5240
H -14.3169 20.7513 15.8262
H -13.8046 21.2161 14.2203
H -15.0537 23.3127 14.2585
H -14.2825 22.9962 15.8523
H -16.6210 23.5801 15.8478
C -17.9439 21.1367 11.0795
C -19.3222 20.6223 10.6968
O -19.3280 19.3726 10.0139
H -17.9494 22.2160 11.2515
H -17.1786 20.9579 10.3179
H -17.6091 20.6544 11.9990
H -19.8917 21.2550 10.0134
H -19.8811 20.6659 11.6389
H -18.9035 18.7594 10.6293
C -16.9956 28.0950 10.2230
C -16.7446 27.5085 8.8679
O -15.3258 27.6251 8.4759
H -17.8857 27.6466 10.6669
H -17.0774 29.1786 10.2824
H -16.2141 27.7752 10.9187
H -17.2605 27.9810 8.0312
H -16.9813 26.4453 8.8701
H -15.3156 28.3865 7.8763
C -17.1760 26.2606 13.6545
C -17.8908 26.6443 14.9438
O -17.8835 25.5110 15.8268
H -16.8189 27.2195 13.2713
H -17.7488 25.6223 12.9880
H -16.2605 25.7170 13.9102
H -18.9320 26.7980 14.6424
H -17.5060 27.5200 15.4634
H -18.3728 25.7866 16.6097
C -12.5665 22.0217 8.2368
C -13.0454 22.8294 7.0420
O -12.6381 24.2169 7.2424
H -11.4856 22.0252 8.3988
H -12.7773 20.9734 8.0088
H -13.0385 22.2994 9.1782
H -14.1306 22.8093 6.9888
H -12.5601 22.4516 6.1442
H -11.7025 24.2997 6.9974
C -11.5172 23.9838 12.6367
C -11.5441 23.9248 14.1698
O -11.5795 25.2242 14.6970
H -11.8087 22.9956 12.2613
H -10.5194 24.0411 12.1965
H -12.2258 24.7204 12.2595
H -10.6262 23.4548 14.5435
H -12.3200 23.1953 14.4332
H -11.1302 25.2203 15.5461
```

Results
energy: -33689.1135 eV
ΔE to the lowest compared entry with this formula, charge and spin: 1.652 eV
frontier orbital gap: 3.815 eV
charge: +2
max |F|: 6.66 eV/A

=====

# 4
Computed, not measured: C19H20N2O5S in the gas phase, with wB97M-V/def2-TZVPD.

XYZ file:
```
47
C19H20N2O5S | the Open Molecules 2025 dataset | wB97M-V/def2-TZVPD
O -2.6151 -2.6931 1.9621
C -2.3995 -1.5328 1.6736
C -2.9504 -0.9337 0.3732
C -3.4825 0.4849 0.4549
S -2.1983 1.7611 0.1792
O -2.8617 2.9552 -0.2620
O -1.3769 1.8650 1.3667
C -1.1657 1.1357 -1.1460
C -1.6198 1.1969 -2.4501
C -0.8242 0.7046 -3.4700
C 0.4189 0.1534 -3.1796
C 0.8617 0.0857 -1.8489
C 0.0621 0.5832 -0.8319
N 2.0792 -0.5248 -1.5789
C 2.9582 -0.8964 -2.5426
O 4.0019 -1.4516 -2.2967
C 2.5529 -0.4956 -3.9570
O 1.1640 -0.3511 -4.1933
N -1.6727 -0.6980 2.4305
C -1.0328 -1.1540 3.6453
C 0.3380 -1.7828 3.3738
C 1.3299 -0.9019 2.6608
C 1.3056 0.4856 2.7410
C 2.2669 1.2494 2.0977
C 3.2762 0.6410 1.3727
C 3.3128 -0.7443 1.2831
C 2.3433 -1.5031 1.9189
H -3.7465 -1.6080 0.0483
H -2.1560 -0.9872 -0.3775
H -3.9251 0.7112 1.4224
H -4.2135 0.6805 -0.3255
H -2.5768 1.6469 -2.6566
H -1.1462 0.7350 -4.4979
H 0.3894 0.5503 0.1956
H 2.3488 -0.6684 -0.6056
H 2.9105 -1.2504 -4.6609
H 3.0662 0.4538 -4.1801
H -1.4734 0.2482 2.1213
H -1.6755 -1.9176 4.0924
H -0.9521 -0.3105 4.3323
H 0.7685 -2.0874 4.3327
H 0.1828 -2.6892 2.7842
H 0.5369 0.9909 3.3030
H 2.2236 2.3255 2.1699
H 4.0314 1.2355 0.8804
H 4.1073 -1.2321 0.7353
H 2.3789 -2.5810 1.8473
```

Results
energy: -44081.4587 eV
SMILES string: O=C(CCS(=O)(=O)c1ccc2c(c1)NC(=O)CO2)NCCc1ccccc1
ΔE to the lowest compared entry with this formula, charge and spin: 0.900 eV
frontier orbital gap: 9.387 eV
max |F|: 0.85 eV/A

=====

# 5
Computed, not measured: a molecular structure, C15H14AuF5GeN2O4S in a non-equilibrium geometry, with wB97M-V/def2-TZVPD.

XYZ file:
```
43
C15H14AuF5GeN2O4S | the Open Molecules 2025 dataset | wB97M-V/def2-TZVPD
Au -0.3438 -0.4541 -0.1395
F -1.8291 -2.7194 6.4895
C -1.7406 -2.6009 5.1634
C -1.4340 -1.3768 4.5932
F -1.2251 -0.3153 5.3727
C -1.3600 -1.2592 3.2128
F -1.0751 -0.0449 2.7168
C -1.5574 -2.3435 2.3692
S -1.4643 -2.2834 0.6226
C -1.8591 -3.5610 2.9746
F -2.0643 -4.6446 2.2189
C -1.9617 -3.7002 4.3476
F -2.2605 -4.8787 4.8912
O -2.3861 2.7893 -4.9706
C -1.6129 1.8172 -5.4214
O -1.3256 1.6947 -6.5856
C -1.0815 0.8316 -4.4273
C -0.3016 -0.2317 -4.8301
N 0.0164 -0.9271 -3.7288
N -0.5247 -0.3906 -2.6231
C -1.1849 0.6822 -3.0312
C -1.8889 1.5234 -2.0000
O -2.5424 2.4788 -2.4134
O -1.7406 1.2007 -0.7838
H -2.5029 2.7196 -3.9757
H 0.0264 -0.5076 -5.8146
H 0.5413 -1.7856 -3.6665
C 1.3968 1.7135 2.2429
Ge 2.1773 1.1096 0.5775
C 4.1073 0.9124 0.6994
C 1.6796 2.2749 -0.8915
C 1.5974 -0.7727 0.1876
H 1.8709 2.6438 2.5516
H 1.5284 0.9755 3.0312
H 0.3326 1.8980 2.1160
H 4.5427 1.8833 0.9319
H 4.5179 0.5606 -0.2447
H 4.3782 0.2089 1.4831
H 2.1364 3.2525 -0.7459
H 0.6013 2.4108 -0.9302
H 2.0189 1.8718 -1.8449
H 1.7794 -1.4678 1.0037
H 2.0178 -1.1881 -0.7288
```

Results
energy: -111581.0375 eV
ΔE to the lowest compared entry with this formula, charge and spin: 2.597 eV
frontier orbital gap (alpha / beta): 6.263 / 6.264 eV
max |F|: 1.53 eV/A

=====

> Number 4 is which compound?

C19H20N2O5S

=====

> Which of these has the highest energy?

C4H4O